(1)
8
Properties=species:S:1:pos:R:3 method="wB97M-V/def2-TZVPD" spin_multiplicity=1 e_tot_ha=-701.2687 homo_energy_ha=-0.343 smiles="O=C(O)C(O)=S" mol_weight_g_mol=106.1
S -0.25345 2.02377 -0.74246
O -0.88575 0.25770 1.60012
O 1.62801 0.11025 -0.72385
O -0.79420 -1.67570 0.11208
C -0.52878 -0.35342 0.54400
C 0.45642 0.52298 -0.31042
H -1.59335 -1.75827 0.83003
H 1.97110 0.87270 -1.30950

=====

(2)
10
Properties=species:S:1:pos:R:3 method="wB97M-V/def2-TZVPD" spin_multiplicity=1 e_tot_ha=-359.2742 homo_energy_ha=-0.363 mol_weight_g_mol=97.1
O 2.02541 -0.44023 0.05212
O -1.36573 -1.18095 0.04419
N 1.17469 -1.67265 0.00627
C -1.40842 0.28259 0.04919
C 1.28370 0.71853 -0.07459
C -0.00245 -1.08460 -0.18133
C -0.01581 0.36181 -0.15530
H 1.92760 1.56741 0.06598
H -1.52988 0.86102 1.06580
H -2.08911 0.58707 -0.87233

=====

(3)
54
Properties=species:S:1:pos:R:3 method="wB97M-V/def2-TZVPD" spin_multiplicity=1 e_tot_ha=-2126.9418 homo_energy_ha=-0.312 smiles="CCc1nnc(NC(=O)CSc2nnc(-c3ccccc3OC)n2-c2ccc(C)cc2)s1" mol_weight_g_mol=466.6
S -0.25397 2.95455 1.46482
S -4.83303 0.71373 -0.33395
O -3.69605 2.83277 0.79693
O 0.75384 -3.38198 0.20976
N -2.84679 0.86857 1.53653
N 0.29101 -0.74353 2.31481
N -3.38934 -1.19800 0.59041
N -0.34587 0.42830 2.45660
N 1.28006 0.71738 1.00969
N -4.19904 -1.76588 -0.29675
C -0.44038 -2.63297 0.23900
C -1.85696 2.90488 2.34570
C 0.24538 1.30301 1.68065
C 3.02111 -3.74026 0.31590
C 1.95124 -2.86568 0.55683
C -3.57897 0.07422 0.70206
C 3.24074 1.19248 -2.06751
C 2.13105 1.29749 0.05075
C -2.90301 2.22905 1.48303
C 1.24969 -0.59379 1.44515
C 2.69010 2.54685 0.28161
C 2.24194 -1.58968 1.06114
C 2.40603 0.61814 -1.13029
C 4.72176 3.04620 -2.87499
C -7.43892 -1.09259 -1.38447
C 4.32593 -3.37051 0.53840
C 4.61379 -2.09540 1.00714
C 3.80758 2.44472 -1.85408
C 3.51882 3.11079 -0.67000
C -6.01842 -1.35402 -1.88485
C -5.01166 -0.95585 -0.87178
C 3.57857 -1.22658 1.26338
H 4.34990 2.86249 -3.88056
H -1.69842 2.38714 3.28964
H -5.87945 -2.41492 -2.09712
H -1.19317 -3.26238 -0.23221
H -5.84671 -0.78610 -2.80267
H -7.57603 -0.03522 -1.16886
H 3.45072 0.66148 -2.98402
H 2.77488 -4.72045 -0.06098
H 1.96596 -0.35020 -1.31407
H -0.75185 -2.39879 1.25911
H 3.79097 -0.24057 1.65213
H 5.71166 2.59590 -2.79815
H 5.12366 -4.07046 0.34191
H 5.63368 -1.78930 1.17922
H -0.34690 -1.70376 -0.33182
H 2.48050 3.07035 1.20207
H -2.12528 3.94850 2.50184
H -7.62896 -1.65998 -0.47663
H 4.82253 4.11784 -2.72493
H -8.16181 -1.39099 -2.13921
H -2.10029 0.41897 2.08816
H 3.94813 4.08400 -0.48456